Entry 1:
The following is a quantum chemistry calculation of 3 unconnected molecules or ions with the total composition C6H19N4O4P in a non-equilibrium geometry, from the Open Molecules 2025 dataset.

```
34
C6H19N4O4P (the ωB97M-V functional and the def2-TZVPD basis)
C 0.91407 1.94649 0.58707
C 2.51587 -2.55267 -0.69792
C 0.92658 0.47919 1.08782
C 1.57631 -1.71728 0.30291
C -2.16131 -0.45156 -0.96900
C -3.43707 1.61229 -0.56110
N 0.34617 1.89754 -0.71978
N 2.03967 -2.82076 -2.12793
N -2.48800 2.35574 -0.11688
N 1.49638 -0.33724 -0.05386
O -2.77612 0.11804 1.56560
O -4.35787 -1.41571 0.21422
O -2.36671 -2.37893 1.29071
O -4.57106 1.47546 -0.86015
P -2.79698 -1.16424 0.54924
H 0.38445 2.54611 1.30666
H 1.99135 2.44023 0.72024
H 3.35751 -1.80864 -0.62386
H 2.83404 -3.43064 -0.19132
H -0.16408 0.22425 1.15749
H 1.44024 0.30410 2.00190
H 2.04013 -1.92960 1.29929
H 0.57855 -2.04968 0.34039
H -2.60703 -0.66248 -1.87737
H -1.08452 -0.26391 -0.87865
H 0.41495 0.92066 -0.99610
H 0.60681 2.69444 -1.25700
H 1.50699 -3.72606 -2.17475
H -2.46344 3.38142 0.03515
H -2.84471 -0.33804 2.40952
H -1.45740 1.98910 -0.01739
H 1.33325 -2.11078 -2.30834
H 2.40189 -0.08517 -0.29282
H -4.87558 -0.73123 -0.22917
```

Its molecular weight is 242.22 g/mol. As for the energy above the lowest of the compared OMol25 structures with the same formula, charge and spin: 0.935 eV. As for the total charge: 0. The value obtained for the largest force on an atom is 0.0829 Eh/bohr. The electronic energy is -1101.31281 hartree. The orbital gap (spin up / spin down) comes out at 8.35 / 8.35 eV.

***

Entry 2:
The following is a quantum chemistry calculation of a molecular structure, C55H42AlCl2N6O2P, from the Open Molecules 2025 dataset.

```
109
C55H42AlCl2N6O2P (the ωB97M-V functional and the def2-TZVPD basis)
Al 0.30157 -0.16976 -0.32560
C -2.00992 2.92094 3.28403
N -0.98107 2.59324 2.29293
C -0.90850 1.46416 1.57346
N 0.13587 1.52097 0.74104
C 0.75647 2.74319 0.93523
C 0.06106 3.41906 1.91463
C 0.19045 4.78689 2.45663
C 0.05958 5.88090 1.60206
C 0.12411 7.16954 2.10834
C 0.31886 7.37610 3.46844
C 0.46688 6.29073 4.32150
C 0.40159 4.99890 3.81798
C 1.96656 3.19501 0.21472
C 2.25746 2.74468 -1.07398
C 3.35928 3.22426 -1.76412
C 4.20112 4.15118 -1.17001
C 3.93963 4.58667 0.12043
C 2.83232 4.11758 0.80710
P -2.04205 0.04363 1.70107
C -2.36553 -0.03670 -0.09866
N -1.50070 0.29089 -1.06349
C -2.18789 0.30020 -2.26358
C -3.49429 -0.07622 -1.99197
N -3.57246 -0.27247 -0.62933
C -4.77903 -0.64760 0.11588
C -4.63177 -0.36867 -2.88845
C -5.78214 0.41679 -2.88319
C -6.82265 0.13204 -3.75693
C -6.71902 -0.93778 -4.63444
C -5.57655 -1.72976 -4.63689
C -4.53528 -1.44627 -3.76801
C -1.60306 0.74846 -3.54991
C -0.22697 0.94213 -3.68230
C 0.33532 1.34404 -4.88222
C -0.47531 1.58061 -5.98132
C -1.84964 1.43723 -5.85500
C -2.41118 1.03075 -4.65399
C -0.70079 -1.17421 1.95726
N 0.52273 -1.06621 1.44175
C 1.32951 -2.01168 2.03900
C 0.52549 -2.74914 2.89745
N -0.73420 -2.18650 2.83460
C -1.90127 -2.60475 3.61826
C 0.78828 -3.97305 3.68397
C 0.81040 -3.95277 5.07627
C 1.08305 -5.11551 5.78467
C 1.32982 -6.30004 5.10613
C 1.29722 -6.32800 3.71648
C 1.02811 -5.16867 3.00703
C 2.79237 -2.07407 1.81120
C 3.59761 -3.01970 2.45120
C 4.96093 -3.07179 2.20172
C 5.55244 -2.17875 1.31957
C 4.77626 -1.19484 0.72692
C 3.41736 -1.13626 0.98400
H -2.87930 2.29314 3.12265
H -2.29059 3.96397 3.17562
H -1.63707 2.76429 4.29321
H -0.08733 5.71627 0.53989
H 0.01771 8.01446 1.43882
H 0.36142 8.38436 3.86209
H 0.63894 6.44697 5.37935
H 0.54870 4.15351 4.48251
H 1.59704 2.04649 -1.56468
H 3.55103 2.88881 -2.77419
H 5.05629 4.53426 -1.71198
H 4.60134 5.29921 0.59604
H 2.65683 4.45771 1.81813
H -5.53967 -0.95968 -0.58974
H -5.15424 0.19916 0.68748
H -4.56376 -1.47243 0.78960
H -5.85499 1.26786 -2.21365
H -7.70916 0.75321 -3.75913
H -7.52713 -1.15195 -5.32271
H -5.49694 -2.56479 -5.32092
H -3.63305 -2.04858 -3.77577
H 0.41796 0.78863 -2.83789
H 1.40914 1.47604 -4.95732
H -0.04336 1.89180 -6.92408
H -2.49640 1.64821 -6.69686
H -3.48762 0.95660 -4.58792
H -1.67514 -3.54766 4.10202
H -2.76232 -2.73830 2.96888
H -2.13480 -1.86357 4.38022
H 0.63883 -3.02238 5.60774
H 1.11247 -5.09225 6.86657
H 1.55428 -7.20308 5.66025
H 1.48798 -7.25283 3.18756
H 1.01806 -5.17756 1.92233
H 3.17592 -3.71951 3.15797
H 5.56319 -3.81519 2.70832
H 6.61493 -2.23395 1.11761
H 5.23272 -0.46134 0.07163
H 2.85337 -0.32323 0.56379
Cl 3.23475 -4.78788 -5.05518
C 2.71718 -3.53640 -3.98984
C 3.43950 -2.34377 -3.92550
C 3.04976 -1.32941 -3.07890
Cl 3.95579 0.13379 -3.00347
C 1.92213 -1.46438 -2.26264
O 1.56466 -0.48523 -1.45278
C 1.20195 -2.67258 -2.34252
C 0.03373 -2.86645 -1.54126
O -0.44088 -2.03946 -0.74638
C 1.60712 -3.70279 -3.20719
H 4.31630 -2.20962 -4.54566
H -0.48498 -3.82654 -1.63858
H 1.03924 -4.62556 -3.25313
```

Its molecular weight is 947.84 g/mol. As for the total charge: +2. The value obtained for the largest force on an atom is 0.0129 Eh/bohr. The electronic energy is -4104.08421 hartree. The orbital gap comes out at 7.36 eV.

***

Entry 3:
The following is a quantum chemistry calculation of 3 unconnected molecules or ions with the total composition C4H13NO2 in a non-equilibrium geometry, from the Open Molecules 2025 dataset.

```
20
C4H13NO2 (the ωB97M-V functional and the def2-TZVPD basis)
C -0.87986 -1.45962 0.58135
C -0.60990 -0.62389 -0.50018
C 0.16483 -1.06697 -1.64105
N -0.87798 0.75197 -0.21138
C -0.99365 1.62056 -1.43011
H -0.86080 -2.45889 0.65218
H -1.26282 -0.94033 1.40608
H -0.25257 -0.69117 -2.62266
H 0.45883 -2.12644 -1.74580
H 1.15529 -0.58694 -1.73318
H -1.63550 0.95200 0.43939
H -1.68278 2.45745 -1.01056
H -1.48852 1.20877 -2.28017
H -0.13547 2.19409 -1.83302
O 2.27744 -0.12914 0.66892
H 1.48516 0.02801 0.54980
H 2.36702 -0.97301 1.13339
O 0.80934 1.00001 3.15322
H 1.55542 0.64850 2.74467
H 0.40652 0.19505 3.67910
```

Its molecular weight is 107.15 g/mol. As for the energy above the lowest of the compared OMol25 structures with the same formula, charge and spin: 2.952 eV. Its SMILES is C=C(C)NC.O.O. As for the total charge: 0. The value obtained for the largest force on an atom is 0.2586 Eh/bohr. The electronic energy is -365.33399 hartree. The orbital gap comes out at 8.71 eV.

***

Entry 4:
The following is a quantum chemistry calculation of 2 unconnected molecules or ions with the total composition C2H4FOP in a non-equilibrium geometry, from the Open Molecules 2025 dataset.

```
9
C2H4FOP (the ωB97M-V functional and the def2-TZVPD basis)
C -2.96338 -0.25239 0.53729
C -1.81630 -0.74480 0.31958
O -0.73574 -1.09708 0.10017
H -3.35448 0.75337 0.20937
H -3.72674 -0.91868 0.64389
F 2.63604 0.36564 0.84381
P 3.30155 -0.02927 -0.64119
H 2.44834 0.94699 -1.38553
H 4.21071 0.97620 -0.62739
```

Its molecular weight is 94.02 g/mol. As for the energy above the lowest of the compared OMol25 structures with the same formula, charge and spin: 1.223 eV. Its SMILES is C=C=O.FP. As for the total charge: 0. The value obtained for the largest force on an atom is 0.0764 Eh/bohr. The electronic energy is -595.00343 hartree. The orbital gap comes out at 10.14 eV.